{"formula": "C3H5NS", "method": "ωB97M-V/def2-TZVPD", "elements": ["N", "C", "C", "C", "S", "H", "H", "H", "H", "H"], "xyz": [[1.852, -0.407, -0.186], [0.643, 0.441, -0.052], [-0.610, -0.316, 0.153], [-1.769, 0.373, 0.152], [-3.279, -0.255, -0.156], [2.728, -0.022, -0.339], [1.694, -1.433, 0.507], [0.843, 1.534, -0.488], [-0.382, -1.360, 0.006], [-1.719, 1.444, 0.402]], "atomic_forces_ev_per_a": [[-6.153, -2.740, 3.491], [0.942, -2.751, -1.433], [6.805, 2.242, -0.977], [-3.775, 0.897, 0.084], [0.754, 0.280, 0.241], [1.751, 0.647, 0.127], [1.289, 4.463, -3.091], [-0.918, -2.384, 1.549], [-0.865, -0.323, 0.315], [0.170, -0.331, -0.304]], "lumo_ev": -0.6, "smiles": "N/C=C/C=S", "e_tot_ha": -570.13830, "e_above_lowest_kcal_mol": 60.4, "e_homo_ev": -8.00}

=====

{"formula": "C3H5NS", "method": "ωB97M-V/def2-TZVPD", "elements": ["N", "C", "C", "C", "S", "H", "H", "H", "H", "H"], "xyz": [[-2.867, 0.056, 0.488], [-1.580, -0.339, 0.054], [-0.401, 0.192, 0.522], [0.778, -0.385, -0.023], [2.210, 0.234, -0.492], [-3.577, -0.412, -0.047], [-3.004, 0.994, 0.883], [-1.615, -1.215, -0.552], [-0.446, 1.101, 1.195], [0.565, -1.416, -0.343]], "atomic_forces_ev_per_a": [[1.975, -0.247, -0.790], [-0.712, 1.427, 2.738], [-1.681, 0.896, 0.300], [0.373, -0.536, -1.216], [-0.178, 0.116, 0.680], [-0.511, 0.628, 0.250], [-0.081, -0.918, -0.525], [0.219, -0.444, -0.459], [0.345, -1.079, -1.028], [0.250, 0.157, 0.050]], "lumo_ev": -0.1, "smiles": "N/C=C/C=S", "e_tot_ha": -570.20592, "e_above_lowest_kcal_mol": 18.0, "e_homo_ev": -8.17}

=====

{"formula": "C3H5NS2", "method": "ωB97M-V/def2-TZVPD", "elements": ["C", "C", "C", "N", "S", "S", "H", "H", "H", "H", "H"], "xyz": [[0.436, 0.911, 0.830], [1.103, -0.295, 0.378], [0.278, -0.214, -0.866], [-2.546, 0.409, -0.648], [-2.899, -0.639, 0.384], [-0.698, 1.338, -0.446], [0.257, 1.025, 1.888], [2.219, -0.227, 0.143], [1.095, -1.120, 1.172], [0.996, -0.086, -1.707], [-0.240, -1.102, -1.127]], "atomic_forces_ev_per_a": [[-0.901, 1.600, 1.296], [1.976, -0.752, 1.046], [1.436, -0.774, -2.544], [-0.005, 0.614, -0.720], [-0.349, -0.855, 0.748], [2.260, -1.668, 1.040], [-0.208, 0.846, 0.126], [-1.258, 0.342, 0.300], [-0.728, 0.601, -1.485], [-0.878, 0.502, 0.186], [-1.345, -0.456, 0.006]], "lumo_ev": [-0.1, -1.1], "e_tot_ha": -968.23457, "e_above_lowest_kcal_mol": 132.1, "e_homo_ev": [-7.25, -7.34]}

=====

{"formula": "C3H5NS3", "method": "ωB97M-V/def2-TZVPD", "elements": ["C", "N", "S", "C", "S", "C", "S", "H", "H", "H", "H", "H"], "xyz": [[-0.003, -1.465, -0.002], [-0.725, -0.190, 0.006], [-2.305, -0.295, -0.341], [-0.075, 0.911, 0.034], [-0.696, 2.434, -0.236], [1.454, 0.982, 0.235], [2.734, 0.136, -0.449], [-0.566, -2.179, 0.821], [1.002, -1.337, 0.533], [-0.019, -2.041, -0.943], [-2.220, 1.038, -0.582], [1.418, 2.006, 0.924]], "atomic_forces_ev_per_a": [[-0.374, -2.470, 4.185], [2.405, -3.068, -0.149], [-2.704, -0.061, -0.505], [2.658, 2.135, -0.331], [-0.163, -0.024, 0.080], [0.031, 1.714, 0.810], [-2.091, 1.856, 1.184], [1.001, 1.602, -2.110], [-1.564, -0.268, -1.528], [0.256, 0.840, 0.287], [-0.854, 0.395, -0.269], [1.400, -2.651, -1.654]], "lumo_ev": -1.3, "smiles": "CN(S)C(=S)C=S", "e_tot_ha": -1366.51568, "e_above_lowest_kcal_mol": 61.7, "e_homo_ev": -8.84}

=====

{"formula": "C3H5NSe", "method": "ωB97M-V/def2-TZVPD", "elements": ["C", "C", "C", "N", "Se", "H", "H", "H", "H", "H"], "xyz": [[-2.424, -0.757, 0.061], [1.211, 0.675, -0.884], [0.100, -0.584, 1.283], [-3.212, -0.668, -0.780], [0.873, -1.164, -0.266], [0.761, 0.903, -1.824], [0.593, 1.330, -0.176], [2.293, 0.868, -0.874], [0.045, 0.465, 1.308], [-0.240, -1.067, 2.151]], "atomic_forces_ev_per_a": [[1.353, 0.293, 1.337], [-0.692, 0.828, 1.509], [-0.681, -0.488, -2.718], [-0.376, -0.003, -0.525], [0.028, 0.697, 1.170], [-0.074, -0.432, -0.916], [1.396, -0.798, -0.908], [-0.579, 0.062, 0.081], [-0.170, 1.109, 0.322], [-0.206, -1.267, 0.648]], "lumo_ev": [-2.2, -2.2], "e_tot_ha": -2573.31103, "e_above_lowest_kcal_mol": 88.5, "e_homo_ev": [-8.86, -8.86]}

=====

{"formula": "C3H5O2", "method": "ωB97M-V/def2-TZVPD", "elements": ["O", "C", "O", "H", "C", "C", "H", "H", "H", "H"], "xyz": [[0.039, -1.965, -0.812], [0.324, -2.401, 0.331], [0.489, -1.716, 1.374], [0.483, -3.491, 0.435], [0.141, 1.302, 0.257], [-0.603, 1.877, -0.710], [0.322, 0.202, 0.302], [0.619, 1.937, 1.040], [-1.206, 1.291, -1.397], [-0.609, 2.964, -0.821]], "atomic_forces_ev_per_a": [[0.015, -0.545, 0.224], [0.073, 1.495, -0.093], [-0.021, -0.586, -0.111], [-0.036, -0.466, -0.014], [-0.110, 0.123, -0.442], [0.736, -0.180, 0.995], [-0.504, 0.855, 0.234], [-0.165, -0.479, -0.823], [0.365, -0.022, -0.111], [-0.353, -0.193, 0.140]], "lumo_ev": 4.4, "e_tot_ha": -267.80618, "e_above_lowest_kcal_mol": 26.5, "e_homo_ev": -4.08, "total_charge": -1}

=====

{"formula": "C3H5O2P", "method": "ωB97M-V/def2-TZVPD", "elements": ["C", "C", "C", "O", "P", "O", "H", "H", "H", "H", "H"], "xyz": [[0.698, 0.296, -0.156], [-0.964, 0.204, 0.397], [-1.657, -0.879, 0.014], [-2.961, -1.096, 0.362], [-4.251, -0.002, 0.148], [-3.865, 1.103, -0.679], [1.383, -0.478, 0.372], [1.010, 1.271, -0.212], [0.444, -0.118, -1.084], [-1.535, 1.142, 0.762], [-1.229, -1.719, -0.619]], "atomic_forces_ev_per_a": [[-3.680, -3.838, 2.736], [1.732, 0.965, -1.030], [1.504, 0.112, -0.406], [-2.024, 1.022, -0.069], [0.879, -2.802, 1.189], [0.484, 1.647, -1.086], [-1.218, 1.782, -0.530], [0.911, 2.112, 0.052], [0.546, -0.264, -1.761], [1.321, -1.793, -0.177], [-0.454, 1.055, 1.080]], "lumo_ev": -0.3, "smiles": "C/C=C/OP=O", "e_tot_ha": -609.10430, "e_above_lowest_kcal_mol": 27.7, "e_homo_ev": -9.30}

=====

{"formula": "C3H5O2S", "method": "ωB97M-V/def2-TZVPD", "elements": ["C", "C", "O", "O", "S", "C", "H", "H", "H", "H", "H"], "xyz": [[-2.010, 0.868, 1.319], [-1.244, 0.603, 0.231], [-1.367, 0.439, -0.951], [0.115, 0.172, 0.874], [1.589, 0.256, 0.260], [1.839, -1.048, -1.077], [-2.765, 1.581, 1.159], [-1.625, 0.843, 2.231], [2.677, -0.744, -1.639], [1.013, -0.884, -1.815], [1.778, -2.085, -0.591]], "atomic_forces_ev_per_a": [[-1.485, 0.581, -3.113], [0.836, -0.967, 1.211], [0.221, 0.432, -1.448], [0.146, -0.975, 0.094], [0.649, 0.056, -1.098], [-3.208, -0.254, 1.348], [-1.436, 0.423, -0.255], [1.833, -0.080, 3.697], [1.612, -0.107, -0.115], [0.321, -0.505, 0.810], [0.509, 1.394, -1.129]], "lumo_ev": 3.6, "smiles": "C=C([O-])OSC", "e_tot_ha": -665.94233, "e_above_lowest_kcal_mol": 64.9, "e_homo_ev": -2.64, "total_charge": -1}

=====

It is found that the maximum force values, taken in the order of the records, are 7.587; 3.168; 3.022; 4.874; 2.844; 1.499; 5.979; 4.127 eV/Å.